# 1
ORCA calculation (ωB97M-V with the def2-TZVPD basis set) on a molecular structure, C7H11N at a distorted geometry.

Cartesian coordinates (Å):
C  -1.460  0.600  -0.537
C  0.498  -1.762  -0.546
C  2.250  0.255  0.578
C  -1.952  0.028  0.765
C  0.552  1.937  -0.342
C  0.991  0.581  -0.170
C  -0.797  1.874  -0.616
N  0.226  -0.355  -0.704
H  -2.136  0.390  -1.370
H  -1.329  2.691  -1.092
H  0.356  -2.098  0.490
H  -0.179  -2.331  -1.184
H  1.533  -1.995  -0.820
H  2.060  -0.482  1.361
H  2.998  -0.170  -0.097
H  2.663  1.159  1.019
H  -2.889  0.527  1.030
H  -1.224  0.188  1.558
H  -2.163  -1.038  0.678

Force components x, y, z for each atom (eV/Å):
1.4712 -1.5321 -0.1278
-0.3204 -0.2115 0.2848
-0.0535 -0.1046 -0.1369
0.0268 -0.1685 -0.0744
-0.9138 0.2204 -0.3053
-0.4023 0.0051 0.0134
1.3889 0.5704 0.3453
-1.2703 1.2061 0.1678
0.2245 -0.1931 -0.0384
-0.0620 0.0641 0.0456
-0.0045 -0.0041 -0.0392
0.1254 -0.0348 -0.0172
-0.1481 0.1134 -0.0816
-0.0169 -0.0439 -0.0231
0.0123 -0.0080 0.0217
-0.0747 0.0025 -0.0672
0.0725 0.0185 0.0199
-0.0287 0.1059 0.0247
-0.0263 -0.0058 -0.0122

- total charge = 0

=====

# 2
ORCA calculation (ωB97M-V with the def2-TZVPD basis set) on C7H11N in the gas phase at a distorted geometry.

Cartesian coordinates (Å):
C  -2.590  0.503  -0.184
C  -1.183  0.127  -0.413
C  -0.659  0.019  -1.740
N  0.665  -0.125  -1.643
C  1.110  -0.155  -0.284
C  -0.117  -0.052  0.473
C  0.011  -0.096  1.958
C  2.662  -0.300  -0.034
H  -2.856  1.577  -0.342
H  -2.827  0.170  0.825
H  -3.246  -0.001  -0.866
H  -1.355  0.237  -2.499
H  1.253  -0.329  -2.513
H  0.555  -0.983  2.381
H  0.478  0.835  2.221
H  -0.925  -0.182  2.595
H  2.878  -0.075  1.057
H  3.195  0.202  -0.802
H  2.953  -1.373  -0.189

Force components x, y, z for each atom (eV/Å):
-0.5109 0.4112 0.7198
1.2688 -0.0879 -2.6418
-1.6976 0.5191 4.1008
2.5692 -0.4916 -1.1921
-1.2345 -0.1772 -1.6773
3.0736 -0.5454 -0.5098
-1.3507 -0.8679 1.6612
-2.6328 -2.0213 1.4968
0.5964 -0.5657 0.5142
-0.5429 0.3511 0.0918
-0.3602 -0.5827 -0.3341
0.2974 -0.0906 -1.7054
-0.9797 0.5514 2.1866
0.1036 0.8922 -0.8242
0.4651 0.2619 0.7642
0.5649 0.4659 -1.2411
0.0888 0.1913 -1.5972
0.5903 1.1232 -0.1436
-0.3086 0.6630 0.3313

- SMILES = Cc1c[nH]c(C)c1C
- total charge = 0

=====

# 3
ORCA calculation (ωB97M-V with the def2-TZVPD basis set) on a molecular structure, C7H11N at a distorted geometry.

Cartesian coordinates (Å):
C  0.941  0.565  -0.735
C  -0.025  -0.452  -1.553
C  -1.080  -1.010  -1.076
C  -1.526  -0.869  0.449
C  -0.427  -0.097  1.115
C  -0.335  1.261  1.916
C  0.138  1.080  0.334
H  2.076  -1.198  -0.223
H  2.394  0.298  0.355
H  1.286  1.481  -1.372
H  0.328  -0.982  -2.473
H  -1.851  -1.694  -1.575
H  -1.554  -1.913  1.024
H  -2.733  -0.438  0.720
H  0.450  -0.819  1.265
H  0.312  1.529  2.923
H  -1.488  1.773  1.698
H  -0.674  1.754  0.022
N  2.191  -0.381  -0.723

Force components x, y, z for each atom (eV/Å):
1.3536 -1.8068 -5.7421
2.4989 1.1607 -1.3009
-5.0577 -1.9022 3.3005
-2.7938 -0.4165 1.5873
1.2793 1.0465 1.0211
-0.9602 -0.3873 -0.7131
-3.2846 0.1937 3.9820
-1.3363 -2.5216 1.0622
1.1034 -2.6377 -3.6573
-0.5138 -1.9720 0.5900
0.0979 1.4733 0.3355
1.8896 0.7611 0.1031
-0.0780 1.8082 -1.7655
3.5850 -0.9268 -1.2259
-1.0961 1.2163 0.2717
-1.8686 -0.9830 -2.8223
3.7314 -1.0213 1.5315
0.6545 -0.6766 -1.2881
0.7956 7.5920 4.7301

- total charge = 0

=====

# 4
ORCA calculation (ωB97M-V with the def2-TZVPD basis set) on a gas-phase ion, C7H11N2 (charge +1) at a distorted geometry.

Cartesian coordinates (Å):
C  -1.714  -0.469  1.843
C  -1.743  -1.450  0.952
C  -0.903  0.700  2.081
C  -1.085  -1.478  -0.350
C  0.161  1.130  1.383
C  0.742  0.329  0.179
C  -0.042  -0.710  -0.720
N  1.255  1.279  -0.810
N  0.637  -0.715  -2.016
H  -2.553  -0.655  2.612
H  -2.487  -2.135  1.274
H  -1.120  1.222  2.896
H  -1.466  -2.190  -1.170
H  0.851  2.034  1.546
H  1.569  -0.277  0.405
H  2.221  1.548  -0.823
H  0.766  2.140  -0.917
H  -0.084  -0.604  -2.713
H  1.298  -1.425  -2.289
H  1.111  0.565  -1.783

Force components x, y, z for each atom (eV/Å):
-1.7043 -0.3046 2.2884
0.0546 0.7740 -0.7518
2.0554 -0.8610 -3.4904
0.6219 -0.7540 -1.9114
0.9703 -0.9142 -1.3601
-1.3220 0.2576 -0.3454
-0.2164 0.0649 1.3054
0.5438 0.2934 -1.8839
-1.7550 0.7046 -0.1482
1.7386 0.6997 -0.7883
-0.3459 -1.1347 -0.9051
-1.2100 2.2865 3.3744
0.5168 0.9493 1.5901
-1.6024 -1.3282 0.4403
1.5303 -0.4472 1.1917
0.7329 -0.2459 0.6442
-0.9872 0.6755 0.2053
0.1211 -0.3357 -0.5671
0.0255 -0.5338 0.3793
0.2320 0.1538 0.7325

- SMILES = NC1=CC=CC=C[C@@H]1[NH3+]
- total charge = +1

=====

# 5
ORCA calculation (ωB97M-V with the def2-TZVPD basis set) on 2 unconnected molecules or ions with the total composition C7H11N2O2 at a distorted geometry.

Cartesian coordinates (Å):
C  3.334  -1.168  -2.239
C  0.886  -0.559  -1.613
C  2.267  -0.518  -1.480
C  1.568  0.661  0.143
N  0.445  0.271  -0.573
N  2.700  0.119  -0.345
H  0.089  -0.972  -2.244
H  -0.922  1.158  -0.106
H  4.300  -0.929  -1.901
H  3.225  -1.006  -3.393
H  1.438  1.078  1.150
H  3.276  -2.248  -2.270
C  -2.479  -0.312  1.158
C  -1.782  0.287  2.545
C  -2.835  1.070  0.384
O  -3.880  1.655  0.341
O  -1.805  1.787  -0.114
H  -1.602  -0.894  0.843
H  -3.485  -0.925  1.034
H  -1.397  -0.523  3.160
H  -2.476  1.012  3.095
H  -0.865  0.954  2.424

Force components x, y, z for each atom (eV/Å):
-1.0559 -1.1625 -3.8415
-0.0775 2.3096 1.9947
0.5304 -0.9582 0.4405
-1.5139 -2.0317 -1.0628
0.3628 0.4202 1.3135
-1.2688 1.0231 -0.2723
0.9994 0.0615 -0.1164
-0.9667 0.8694 -0.8807
1.1493 0.6395 0.3262
0.4752 0.3679 1.7685
0.3011 0.2340 -0.6283
-0.1218 -0.6397 0.5691
-0.4017 2.0708 0.1941
-1.3330 1.1535 -0.0510
2.6182 0.7596 -0.3475
-1.9563 -1.2283 0.6948
1.7514 -2.7166 0.7299
-0.6180 0.3198 -1.1144
2.1543 1.1336 1.4312
-0.4996 -0.1284 0.2874
0.6275 -1.4616 -0.4489
-1.1564 -1.0355 -0.9860

- total charge = -1

=====

# 6
ORCA calculation (ωB97M-V with the def2-TZVPD basis set) on a gas-phase ion, C7H11N2O3 (charge +1) at a distorted geometry.

Cartesian coordinates (Å):
C  -0.318  0.045  -1.822
C  0.716  -0.184  -0.805
C  -0.968  -0.787  0.675
C  -1.770  -0.012  -1.504
C  -2.588  1.098  -2.192
C  2.952  0.608  -0.208
C  -0.542  -1.944  2.653
N  0.306  -0.766  0.334
N  1.823  0.353  -1.013
O  0.034  0.188  -2.964
O  -2.062  -0.180  -0.137
O  -1.451  -1.386  1.692
H  -1.934  -0.885  -2.197
H  -3.569  0.635  -2.462
H  -2.028  1.385  -3.069
H  -2.662  1.914  -1.383
H  2.795  1.109  0.823
H  3.454  -0.301  -0.009
H  3.631  1.191  -0.698
H  0.212  -1.212  2.850
H  -0.117  -2.962  2.418
H  -1.101  -2.040  3.635
H  1.855  0.652  -2.051

Force components x, y, z for each atom (eV/Å):
-0.0479 0.3162 -1.8671
-3.3774 -0.7255 2.7712
-1.5685 0.8173 -3.4393
0.5099 -0.6563 -1.5396
-0.3854 -0.0256 2.3884
-0.3571 -0.2623 3.7614
-0.1074 -1.1461 2.3529
-0.5702 0.0846 1.1268
1.3766 1.7895 -3.7015
0.4316 0.3761 -0.4128
2.5468 -1.7781 2.5251
-0.2027 0.2446 -0.5602
-0.6454 -0.2637 1.3420
0.6818 0.9056 0.2684
-0.1526 0.3422 -0.2084
-0.2652 -0.8652 -1.6758
-0.4997 -0.8375 -1.7807
0.5234 -1.1655 0.3779
1.5194 1.6900 -1.5973
0.7544 0.1719 -0.1321
-0.6078 1.2893 -0.3869
0.2561 0.0512 -1.4621
0.1873 -0.3531 1.8499

- SMILES = C/[NH+]=C1\N=C(OC)O[C@@H](C)C1=O
- total charge = +1

=====

For each record above, in turn, the calculated energy above the lowest of the compared OMol25 structures with the same formula, charge and spin values are 105.2, 32.6, 185.9, 75.7, 48.0, 32.5 kcal/mol.
For each record above, in turn, the calculated HOMO-LUMO gap values are 7.97, 8.31, 9.81, 8.48, 7.49, 9.32 eV.